97
Properties=species:S:1:pos:R:3:forces:R:3 method="wB97M-V/def2-TZVPD" e_above_lowest_kj_mol=0.0 total_charge=+2
Pt 0.22836 0.15104 -0.60504 0.020 -0.074 0.005
C 4.38585 -0.99596 0.47715 0.002 -0.014 0.036
O 4.33459 -0.49719 -0.89849 0.001 0.047 0.025
C 3.08418 -0.16769 -1.12823 -0.016 -0.009 0.005
N 2.24483 -0.26055 -0.14579 -0.029 -0.080 -0.028
C 3.01839 -0.59756 1.07496 0.010 0.024 -0.002
C 3.11619 0.57670 2.01944 -0.016 0.015 -0.035
C 3.50666 1.82762 1.55050 -0.008 0.020 -0.009
C 3.68668 2.88044 2.43323 -0.005 0.000 0.011
C 3.48644 2.68650 3.79535 0.006 0.002 -0.013
C 3.09809 1.44178 4.26625 -0.005 -0.014 -0.012
C 2.90720 0.39033 3.37812 0.016 -0.002 0.013
C 2.66221 0.17878 -2.51278 0.005 -0.001 0.026
C 3.27595 -0.17968 -3.70370 -0.029 -0.001 -0.105
C 2.52359 -0.04476 -4.87222 -0.036 0.019 0.075
C 1.18548 0.35049 -4.82457 0.066 -0.046 -0.017
C 0.67311 0.69925 -3.58323 -0.011 0.010 -0.030
N 1.44449 0.69247 -2.50853 -0.035 0.063 0.003
C -0.74080 0.97933 -3.20203 0.005 0.002 0.029
N -1.18274 0.80725 -1.99823 0.085 0.018 -0.083
C -2.61408 1.22256 -1.97303 0.055 -0.023 -0.038
C -2.79277 1.81986 -3.37784 -0.015 0.010 -0.003
O -1.58823 1.41664 -4.10720 0.019 0.040 0.046
C -2.93404 2.11239 -0.79558 -0.060 -0.071 0.062
C -3.23613 1.47859 0.40862 -0.067 -0.027 -0.059
C -3.58517 2.21440 1.52662 0.012 0.042 0.014
C -3.63196 3.60138 1.45572 -0.022 -0.034 0.003
C -3.31160 4.24060 0.26966 0.027 -0.014 -0.046
C -2.96277 3.49942 -0.85436 0.079 0.063 0.033
H 5.22175 -0.50853 0.96867 0.007 -0.013 0.001
H 4.54849 -2.07089 0.42591 -0.036 0.006 -0.031
H 2.54018 -1.44032 1.57222 -0.003 -0.006 0.008
H 3.68413 1.98785 0.49108 0.000 -0.003 0.010
H 4.00248 3.84807 2.06476 0.004 -0.004 -0.001
H 3.64638 3.50309 4.48741 0.000 -0.003 0.000
H 2.95185 1.28464 5.32719 0.002 -0.002 -0.004
H 2.60965 -0.58487 3.74557 0.000 0.007 0.001
H 4.28088 -0.57863 -3.72515 -0.001 -0.004 0.018
H 2.96525 -0.31105 -5.82277 0.000 0.000 0.000
H 0.57148 0.36030 -5.71460 -0.008 0.010 0.007
H -3.20124 0.30808 -1.88038 0.012 -0.011 0.054
H -2.79976 2.90516 -3.39601 -0.061 0.021 0.017
H -3.65731 1.43811 -3.91120 0.033 -0.043 -0.010
H -3.22716 0.39439 0.45275 -0.014 0.021 0.009
H -3.84398 1.70730 2.44671 -0.004 -0.004 0.010
H -3.93654 4.18024 2.31768 0.001 -0.010 -0.009
H -3.35163 5.32007 0.20525 -0.006 -0.001 0.003
H -2.72795 4.03658 -1.76375 0.005 -0.031 -0.034
C -1.41200 3.52919 4.18255 0.018 0.021 -0.051
C 0.05054 3.44046 3.74697 -0.038 -0.016 0.016
C 0.21518 3.19628 2.27963 -0.010 0.052 -0.033
N 0.16712 2.04392 1.71672 0.054 -0.029 -0.032
N 0.36134 2.10941 0.35626 -0.017 0.040 -0.032
C 0.54512 3.32242 -0.09376 -0.018 -0.067 0.057
N 0.73284 3.61050 -1.40975 -0.022 0.028 0.034
S 0.49195 4.50252 1.15314 -0.015 0.021 0.025
H -1.47058 3.72214 5.25241 0.003 -0.007 0.003
H -1.93267 2.59655 3.96733 -0.002 0.011 0.002
H -1.92753 4.33746 3.66288 0.013 -0.010 0.027
H 0.55588 2.62391 4.26244 -0.020 -0.005 -0.006
H 0.57484 4.35993 4.01255 0.033 -0.012 0.002
H 1.11804 2.85590 -1.95793 0.010 0.001 -0.015
H 1.06751 4.53095 -1.64344 0.014 -0.011 -0.007
C -4.98869 -2.42927 -0.94310 0.000 -0.007 0.002
C -4.43024 -2.41317 0.32591 0.011 0.014 -0.004
C -3.05431 -2.29531 0.48225 -0.015 0.005 0.017
C -2.23331 -2.18890 -0.63606 0.000 0.060 0.030
C -2.79850 -2.21966 -1.91229 -0.038 -0.003 -0.009
C -4.17049 -2.34070 -2.06398 0.016 0.012 -0.014
P -0.43748 -1.99387 -0.49244 0.013 -0.066 0.021
C 0.03438 -2.56032 1.16300 -0.011 0.059 0.053
C 0.58141 -3.82072 1.39462 -0.001 0.024 -0.010
C 0.91851 -4.20302 2.68635 0.013 -0.029 -0.012
C 0.70020 -3.33933 3.74929 0.004 0.009 0.024
C 0.15863 -2.07970 3.52350 -0.002 0.017 -0.007
C -0.16019 -1.68147 2.23512 0.012 -0.067 -0.043
C 0.17647 -3.23934 -1.65536 0.036 0.009 0.001
C 1.30902 -3.00162 -2.42424 -0.003 -0.004 -0.005
C 1.80090 -3.97458 -3.28349 -0.004 0.018 0.013
C 1.15908 -5.20023 -3.37379 0.011 0.001 0.003
C 0.02684 -5.44950 -2.60743 -0.009 -0.010 -0.005
C -0.46603 -4.47588 -1.75467 -0.018 0.004 0.007
H -6.05942 -2.52821 -1.06209 0.004 -0.002 0.000
H -5.06357 -2.50249 1.19849 0.004 -0.003 -0.002
H -2.62653 -2.30049 1.47664 -0.005 0.003 0.000
H -2.16359 -2.17696 -2.79078 0.007 0.011 -0.009
H -4.60201 -2.38159 -3.05586 -0.001 0.003 0.007
H 0.75099 -4.50508 0.57425 0.001 -0.009 -0.002
H 1.34538 -5.18157 2.86155 -0.003 0.002 -0.004
H 0.95375 -3.64709 4.75532 -0.001 -0.001 -0.003
H -0.00910 -1.40308 4.35171 0.002 0.002 -0.006
H -0.54552 -0.68341 2.05603 -0.009 0.036 0.014
H 1.80690 -2.04664 -2.35411 0.000 0.003 -0.009
H 2.68288 -3.77796 -3.87967 -0.005 0.000 0.002
H 1.53797 -5.96276 -4.04112 -0.003 0.003 0.001
H -0.47562 -6.40491 -2.67798 0.002 0.003 0.000
H -1.35528 -4.67676 -1.16970 0.000 -0.007 0.000

107
Properties=species:S:1:pos:R:3:forces:R:3 method="wB97M-V/def2-TZVPD" e_above_lowest_kj_mol=168.7 total_charge=-1
Cs 0.84735 0.18548 0.45641 -1.673 0.249 -2.729
C -3.15793 -0.90867 -4.82530 -0.017 0.055 -0.130
C -2.68035 -0.62013 -3.43363 -0.144 -0.294 0.081
N -2.23431 0.48774 -3.00788 0.090 0.321 0.107
N -2.08013 1.45615 -3.96855 -0.076 -0.224 -0.042
C -2.01101 2.77090 -3.65926 0.119 0.434 -0.028
N -1.38272 3.49077 -4.65782 -0.094 -0.173 0.025
S -2.68146 3.45050 -2.32482 -0.398 -0.092 0.000
C -2.56812 -1.76371 -2.48188 -0.037 0.044 -0.128
C -3.66240 -2.44237 -1.96277 0.046 -0.083 -0.011
C -3.42355 -3.55011 -1.16327 0.029 0.002 -0.023
C -2.11283 -3.93277 -0.91872 0.032 0.021 0.014
C -1.09065 -3.18065 -1.48056 -0.149 -0.085 0.123
N -1.30736 -2.11957 -2.25243 -0.193 -0.319 0.291
H -3.73457 -0.06952 -5.21945 0.013 -0.017 0.008
H -3.76645 -1.81035 -4.84085 -0.039 0.000 0.025
H -2.31493 -1.08751 -5.50148 0.038 0.012 0.016
H -1.72405 1.16401 -4.86448 0.038 -0.015 -0.156
H -0.50916 3.09412 -4.97618 0.086 -0.003 0.010
H -1.33426 4.47407 -4.45694 0.055 0.084 0.095
H -4.66810 -2.10826 -2.18357 0.005 0.008 0.025
H -4.24956 -4.10217 -0.73154 0.010 0.005 -0.003
H -1.86790 -4.77563 -0.28490 -0.029 0.001 -0.013
H -0.05592 -3.43667 -1.28400 0.004 0.017 -0.024
O 2.99627 1.44670 1.11493 1.246 0.709 0.396
C 3.41516 1.11534 2.21496 0.024 0.034 0.015
C 2.64828 0.88965 3.42095 0.162 -0.064 0.277
C 3.38467 0.47901 4.53737 -0.210 0.041 -0.060
C 2.76443 0.23902 5.73968 0.167 -0.157 0.137
C 1.36706 0.38831 5.87829 -0.012 0.033 -0.138
C 0.62539 0.78896 4.81406 -0.014 0.022 0.054
C 1.21213 1.08173 3.52668 0.065 0.084 0.072
O 0.50659 1.45971 2.56452 -0.207 0.945 1.575
N 3.55273 -0.17110 6.88115 0.070 0.325 0.088
O 2.97730 -0.36273 7.94547 -0.004 -0.090 -0.141
O 4.76722 -0.26720 6.75439 -0.115 -0.098 -0.058
H 4.50179 0.93407 2.34372 -0.006 0.035 0.020
H 4.45595 0.35305 4.45744 0.035 -0.028 0.021
H 0.90960 0.18302 6.83426 0.006 -0.016 0.043
H -0.44728 0.91635 4.89465 0.014 0.005 -0.010
O 2.00320 -5.12550 -3.98468 0.255 -0.180 -0.253
C 2.82662 -4.20912 -4.54536 -0.084 0.071 0.063
O 3.75516 -4.57201 -5.21018 0.159 -0.101 -0.123
C 2.51204 -2.77638 -4.27724 0.033 0.053 -0.051
C 3.55191 -1.85645 -4.38350 -0.041 0.040 0.038
C 3.32534 -0.51521 -4.13265 -0.042 -0.058 0.046
C 2.04826 -0.08278 -3.78267 -0.105 0.182 -0.202
C 0.99123 -0.98996 -3.72307 0.095 0.248 -0.121
C 1.23151 -2.33099 -3.95679 0.034 0.007 0.030
N 1.74987 1.28248 -3.53398 0.258 -0.038 0.548
C 2.46467 1.90246 -2.68103 -0.103 -0.502 -0.470
C 2.09325 3.28099 -2.29395 0.278 -0.135 -0.116
C 3.02496 4.31001 -2.24241 -0.058 0.204 0.064
C 2.55844 5.58678 -1.95861 -0.139 -0.130 -0.017
C 1.20224 5.75976 -1.70414 0.203 -0.075 -0.012
C 0.37016 4.64490 -1.71551 0.235 0.303 0.242
N 0.80990 3.43034 -2.01783 -0.529 0.153 -0.025
H 1.40442 -4.69155 -3.37760 -0.320 0.180 0.311
H 4.53659 -2.20854 -4.65901 -0.003 -0.033 -0.004
H 4.13072 0.20413 -4.21300 0.006 -0.006 0.001
H -0.00638 -0.65136 -3.45429 0.380 -0.036 -0.041
H 0.38931 -3.01418 -3.90139 0.081 0.034 0.002
H 3.32536 1.43682 -2.18722 -0.032 -0.013 0.016
H 4.07233 4.11612 -2.43880 -0.028 0.010 0.013
H 3.23750 6.42949 -1.93001 0.009 -0.003 -0.004
H 0.79884 6.73664 -1.47487 -0.003 0.021 0.020
H -0.67958 4.71982 -1.45816 0.076 0.027 -0.079
Cl 1.80147 -7.85634 0.85196 0.018 -0.067 -0.013
C 1.47197 -6.14759 1.00763 0.087 0.081 -0.102
C 0.57238 -5.70775 1.99179 -0.088 -0.016 0.102
C 0.29324 -4.37968 2.14302 -0.043 0.001 0.012
C 0.88997 -3.36563 1.31168 0.203 -0.141 -0.046
O 0.62148 -2.14813 1.45056 -0.135 -1.133 0.561
C 1.81073 -3.86091 0.31244 -0.007 -0.127 -0.062
C 2.44868 -2.99375 -0.65099 0.055 -0.108 -0.004
O 2.27300 -1.79552 -0.79255 0.525 -0.430 -0.390
C 2.08313 -5.23651 0.19117 -0.043 -0.098 0.081
H 0.10435 -6.43891 2.64128 0.017 0.002 -0.019
H -0.38959 -4.04626 2.91601 0.010 0.008 -0.016
H 3.14603 -3.52780 -1.34291 -0.047 0.070 0.096
H 2.78657 -5.57221 -0.56504 -0.023 0.014 -0.003
C -0.98595 6.29443 1.54846 0.086 0.083 0.039
Te -0.42879 4.26889 1.95759 -0.165 -0.229 0.073
C 1.66618 4.63595 1.80584 -0.021 0.060 -0.035
H -0.75762 6.55967 0.51844 0.014 0.025 -0.029
H -0.47314 6.96996 2.23120 -0.022 0.018 -0.029
H -2.06004 6.38253 1.70657 0.008 -0.018 -0.006
H 2.08946 4.88490 2.77560 -0.002 0.006 -0.012
H 1.79797 5.46370 1.11006 0.055 -0.028 0.014
H 2.13807 3.74158 1.40539 -0.034 -0.017 0.023
C -2.41276 -1.52471 1.50873 0.141 0.173 0.080
C -3.06819 -0.17852 1.64034 0.003 0.104 -0.086
O -2.94148 0.66637 0.78096 -0.035 -0.073 0.083
C -3.84827 0.12533 2.88692 0.015 0.026 0.009
C -4.18264 1.45187 3.15078 -0.013 -0.082 -0.010
C -4.88982 1.77167 4.29664 -0.001 0.066 -0.017
C -5.27503 0.77045 5.17974 -0.039 0.040 0.062
C -4.94445 -0.55077 4.92324 0.007 -0.051 -0.014
C -4.22408 -0.87194 3.78115 0.036 0.047 -0.012
H -1.82210 -1.51848 0.59652 -0.076 -0.131 0.021
H -3.13029 -2.34583 1.48884 -0.068 0.048 -0.010
H -1.73433 -1.68459 2.34992 0.023 -0.052 -0.048
H -3.86732 2.20846 2.44386 -0.003 0.003 0.016
H -5.13792 2.80472 4.50784 0.003 -0.021 -0.002
H -5.82859 1.02485 6.07573 0.010 -0.007 -0.013
H -5.24015 -1.32988 5.61496 0.010 0.011 -0.009
H -3.94700 -1.89990 3.58789 -0.018 -0.013 0.019